1.
Formula: C4H12NOS
Source: the OMol25 dataset
Level of theory: ωB97M-V/def2-TZVPD

Bonds (Å) are listed after each position.
Geometry (Å):
1 O -2.15097 -4.02079 1.06806  H17 1.001, H18 0.962
2 H -0.43888 0.58784 0.89580  C11 1.080
3 H -0.85821 1.02740 -1.90963  C19 1.091
4 H 1.98913 0.46143 -0.64985  N5 1.020
5 N 1.54827 0.48481 0.26944  H4 1.020, C11 1.482, C15 1.437
6 S -2.09083 -1.25599 -0.48371  C9 1.850
7 H 0.09503 -1.17689 -1.48893  C9 1.090
8 H 0.13183 -1.74997 0.22272  C9 1.078
9 C -0.25556 -1.01989 -0.46885  S6 1.850, H7 1.090, H8 1.078, C11 1.511
10 H 2.00495 1.62415 1.93332  C15 1.097
11 C 0.09824 0.37835 -0.01706  H2 1.080, N5 1.482, C9 1.511, C19 1.548
12 H 0.42467 2.05655 -1.43945  C19 1.107
13 H -1.06343 2.16963 -0.53773  C19 1.088
14 H 2.93874 1.96417 0.48021  C15 1.087
15 C 1.93883 1.74299 0.84451  N5 1.437, H10 1.097, H14 1.087, H16 1.097
16 H 1.26746 2.58744 0.64405  C15 1.097
17 H -2.07470 -3.19060 0.51377  O1 1.001
18 H -3.10536 -4.12263 1.13841  O1 0.962
19 C -0.39920 1.45201 -1.01506  H3 1.091, C11 1.548, H12 1.107, H13 1.088

For the max |F|, the calculation gives 1.3 eV/Å. Its spin multiplicity is 1. The net charge is -1. The calculation puts the total energy at -687.8098 a.u. For the lowest unoccupied orbital energy, the calculation gives 3.655 eV. The value obtained for the relative energy (zero: lowest compared OMol25 entry of this formula, charge and spin) is 47.86 kJ/mol. Its HOMO energy is -2.76 eV. The value obtained for the orbital gap is 6.416 eV.

=====

2.
Formula: C24H40ClIN2O8
Source: the OMol25 dataset
Level of theory: ωB97M-V/def2-TZVPD

Bonds (Å) are listed after each position.
Geometry (Å):
1 H -1.25198 4.14286 1.92669  O2 0.963
2 O -1.25240 5.10494 1.87569  H1 0.963, H20 0.962
3 C 0.37791 -0.32207 2.62632  C29 1.496, C55 1.331, C58 1.498
4 H 2.22388 -1.22569 3.14596  C58 1.082
5 H 2.14714 -0.44764 -1.16205  C76 1.083
6 H -4.23738 1.93295 -4.01697  C17 1.092
7 O 2.06750 -0.03415 1.02537  C29 1.217
8 H -4.34260 0.41232 -2.23176  C22 1.091
9 O 3.36562 -5.94524 3.64926  H25 0.966, H49 0.962
10 H 0.92079 1.70533 5.29107  O70 0.963
11 H -2.57642 1.62949 -4.37401  C17 1.087
12 H -1.01286 3.14889 -0.75858  C52 1.074
13 C -2.27586 0.41092 -1.63917  C19 1.401, C22 1.505, C74 1.378
14 H -2.80239 3.05386 -1.77871  C75 1.085
15 O -3.28297 0.46472 -6.43644  H23 0.962, H37 0.963
16 H -4.39664 1.22340 -0.53211  N26 1.010
17 C -3.25976 1.80777 -3.54797  H6 1.092, H11 1.087, C22 1.538, C75 1.548
18 C 0.86145 -2.14242 -3.81690  C36 1.525, H48 1.085, H63 1.086, I64 2.146
19 C -2.44017 0.84643 -0.31749  C13 1.401, N26 1.401, C47 1.396
20 H -1.77665 5.37761 2.63423  O2 0.962
21 C -1.51755 1.07759 2.01151  O39 1.220, C47 1.486, C55 1.481
22 C -3.35616 0.54209 -2.67902  H8 1.091, C13 1.505, C17 1.538, H35 1.092
23 H -3.43362 1.04010 -7.19283  O15 0.962
24 C 0.70107 -2.62506 3.66742  C44 1.516, H46 1.089, Cl50 1.800, C58 1.522
25 H 3.31089 -6.42692 4.48432  O9 0.966
26 N -3.62878 1.47667 0.07267  H16 1.010, C19 1.401, H41 1.010
27 C -1.65252 3.78853 -3.47894  H28 1.088, H53 1.092, N67 1.457, C75 1.538
28 H -1.55992 3.44683 -4.50738  C27 1.088
29 C 0.86977 -0.08367 1.23347  C3 1.496, O7 1.217, C69 1.493
30 H 0.86492 3.73488 -4.47045  C51 1.077
31 C 0.00085 -0.31786 -1.13424  C69 1.391, C74 1.390, C76 1.514
32 H -0.45116 1.73969 5.94806  O70 0.962
33 H 4.71606 -2.84743 2.21628  O43 0.963
34 H 5.70194 -6.76313 5.43648  O56 0.962
35 H -3.24123 -0.30062 -3.36327  C22 1.092
36 C 1.47589 -0.92008 -3.14397  C18 1.525, H60 1.089, H66 1.089, C76 1.535
37 H -2.83351 -0.30476 -6.80126  O15 0.963
38 H -3.71329 3.85508 -3.01895  C75 1.090
39 O -2.17147 2.03926 2.37978  C21 1.220
40 H 1.32005 -4.46833 4.57562  C44 1.088
41 H -3.88533 1.28370 1.03060  N26 1.010
42 H 2.83850 3.12882 -2.72063  C72 1.077
43 O 4.26248 -2.24840 2.81834  H33 0.963, H73 0.966
44 C 1.69977 -3.45667 4.44799  C24 1.516, H40 1.088, H59 1.083, H68 1.091
45 H 5.21003 -6.42928 6.84192  O56 0.962
46 H 0.52202 -3.10734 2.70736  C24 1.089
47 C -1.39417 0.66561 0.58943  C19 1.396, C21 1.486, C69 1.406
48 H 1.57739 -2.94967 -3.92965  C18 1.085
49 H 3.17871 -6.60516 2.97483  O9 0.962
50 Cl -0.86490 -2.65774 4.55473  C24 1.800
51 C 0.80628 3.50082 -3.42079  H30 1.077, N67 1.370, C72 1.371
52 C -0.20600 3.18906 -1.46592  H12 1.074, C61 1.371, N67 1.367
53 H -1.78612 4.87256 -3.49958  C27 1.092
54 H 1.21473 -0.76497 4.51789  C58 1.093
55 C -0.77119 0.24673 2.98397  C3 1.331, C21 1.481, H71 1.081
56 O 4.92430 -6.79940 6.00159  H34 0.962, H45 0.962
57 H 1.60941 2.72252 -0.33750  C61 1.078
58 C 1.20714 -1.19746 3.51461  C3 1.498, H4 1.082, C24 1.522, H54 1.093
59 H 2.65966 -3.51269 3.94980  C44 1.083
60 H 1.05297 0.00381 -3.53664  C36 1.089
61 C 1.13599 2.98845 -1.26855  C52 1.371, H57 1.078, C72 1.416
62 H -0.96105 -0.47683 -3.02937  C74 1.082
63 H -0.00130 -2.51629 -3.27337  C18 1.086
64 I 0.19445 -1.70333 -5.80828  C18 2.146
65 H 1.31356 -1.97463 -1.26852  C76 1.097
66 H 2.54137 -0.87972 -3.36662  C36 1.089
67 N -0.40672 3.49574 -2.78327  C27 1.457, C51 1.370, C52 1.367
68 H 1.79498 -3.04596 5.45465  C44 1.091
69 C -0.18072 0.08155 0.18588  C29 1.493, C31 1.391, C47 1.406
70 O 0.46996 1.52186 6.12176  H10 0.963, H32 0.962
71 H -1.20034 0.13602 3.97041  C55 1.081
72 C 1.78417 3.19094 -2.51087  H42 1.077, C51 1.371, C61 1.416
73 H 3.88274 -1.58087 2.23252  O43 0.966
74 C -1.07457 -0.15904 -2.00109  C13 1.378, C31 1.390, H62 1.082
75 C -2.90212 3.14543 -2.85531  H14 1.085, C17 1.548, C27 1.538, H38 1.090
76 C 1.29551 -0.93533 -1.62004  H5 1.083, C31 1.514, C36 1.535, H65 1.097

For the max |F|, the calculation gives 0.9 eV/Å. Its spin multiplicity is 1. The calculation puts the total energy at -2407.8438 a.u. For the lowest unoccupied orbital energy, the calculation gives -0.941 eV. Its HOMO energy is -7.93 eV. The value obtained for the orbital gap is 6.991 eV. The SMILES is C[C@@H](Cl)CC1=CC(=O)c2c(N)c(CCCCn3cccc3)cc(CCCI)c2C1=O.O.O.O.O.O.O.

=====

3.
Formula: C4H6O
Source: the OMol25 dataset
Level of theory: ωB97M-V/def2-TZVPD

Bonds (Å) are listed after each position.
Geometry (Å):
1 H 1.90898 -1.19684 0.02807  C10 1.109
2 H 1.99823 0.66847 0.10614  C10 1.107
3 C -1.37801 -0.38995 -0.11222  C4 1.498, H5 1.095, C6 1.502, H9 1.091
4 C -0.87542 0.99124 0.17501  C3 1.498, C6 1.292, H8 1.079
5 H -0.92578 -0.95909 -0.93117  C3 1.095
6 C -0.53098 0.08736 1.03226  C3 1.502, C4 1.292, H7 1.079
7 H 0.00685 -0.18529 1.92763  C6 1.079
8 H -0.81722 2.00282 -0.19453  C4 1.079
9 H -2.43025 -0.61863 0.06479  C3 1.091
10 C 1.74015 -0.22951 -0.48721  H1 1.109, H2 1.107, O11 1.205
11 O 1.30344 -0.17057 -1.60875  C10 1.205

For the max |F|, the calculation gives 0.6 eV/Å. Its spin multiplicity is 1. The calculation puts the total energy at -231.1115 a.u. For the lowest unoccupied orbital energy, the calculation gives 0.781 eV. The value obtained for the relative energy (zero: lowest compared OMol25 entry of this formula, charge and spin) is 294.74 kJ/mol. Its HOMO energy is -9.60 eV. The value obtained for the orbital gap is 10.382 eV. The SMILES is C1=CC1.C=O.

=====

4.
Formula: H12O5S
Source: the OMol25 dataset
Level of theory: ωB97M-V/def2-TZVPD

Bonds (Å) are listed after each position.
Geometry (Å):
1 H -1.95205 2.83190 -2.91854  O2 0.962
2 O -1.74334 3.72829 -3.19780  H1 0.962, H17 0.953
3 O -0.04667 0.76847 -2.85625  H8 0.971, H18 0.971
4 S 2.95985 2.50383 0.66695  H9 1.341, H12 1.340
5 H 1.34748 -2.24660 1.44495  O11 0.963
6 H -3.73452 -2.88664 1.16592  O15 0.962
7 H 1.64909 -3.64730 1.06220  O11 0.962
8 H 0.85586 1.10988 -2.74569  O3 0.971
9 H 2.72776 2.39725 1.98362  S4 1.341
10 H -2.25727 -3.06273 1.50301  O15 0.963
11 O 2.08911 -2.80025 1.17881  H5 0.963, H7 0.962
12 H 4.29255 2.50470 0.80833  S4 1.340
13 H -0.35224 -0.93576 1.32939  O14 0.923
14 O -0.40685 -1.40884 2.12048  H13 0.923, H16 0.961
15 O -2.87476 -2.46487 1.06935  H6 0.962, H10 0.963
16 H 0.11667 -0.87573 2.72457  O14 0.961
17 H -2.58528 4.14769 -3.35156  O2 0.953
18 H -0.08541 0.33669 -1.98774  O3 0.971

For the max |F|, the calculation gives 2.5 eV/Å. Its spin multiplicity is 1. The calculation puts the total energy at -781.5469 a.u. For the lowest unoccupied orbital energy, the calculation gives 0.068 eV. The value obtained for the relative energy (zero: lowest compared OMol25 entry of this formula, charge and spin) is 103.08 kJ/mol. Its HOMO energy is -10.04 eV. The value obtained for the orbital gap is 10.104 eV. The SMILES is O.O.O.O.O.S.

=====

5.
Formula: C3H3N3
Source: the OMol25 dataset
Level of theory: ωB97M-V/def2-TZVPD

Bonds (Å) are listed after each position.
Geometry (Å):
1 C -2.20201 1.00164 2.65701  N4 1.161
2 C -0.93026 1.14879 0.07379  N3 1.243, C8 1.426
3 N -1.50064 2.24849 0.17698  C2 1.243, N5 1.286
4 N -2.45757 1.90316 1.97228  C1 1.161, N5 1.338
5 N -2.34649 2.79265 0.97867  N3 1.286, N4 1.338
6 H -0.72141 -0.50428 0.81149  C8 1.075
7 H 0.87025 0.03198 0.48692  C8 1.102
8 C -0.13555 -0.03449 0.04252  C2 1.426, H6 1.075, H7 1.102, H9 1.070
9 H -0.06746 -0.63111 -0.84324  C8 1.070

For the max |F|, the calculation gives 5.7 eV/Å. Its spin multiplicity is 1. The calculation puts the total energy at -280.1572 a.u. For the lowest unoccupied orbital energy, the calculation gives -0.551 eV. The value obtained for the relative energy (zero: lowest compared OMol25 entry of this formula, charge and spin) is 587.03 kJ/mol. Its HOMO energy is -8.75 eV. The value obtained for the orbital gap is 8.194 eV.

=====

Question: Which of these has the highest lowest unoccupied orbital energy?
Answer: C4H12NOS

=====

Question: What is the formula in the third record?
Answer: C4H6O

=====

Question: What is the formula in the third record?
Answer: C4H6O

=====

Question: Which of these has the lowest max |F|?
Answer: C4H6O